{
  "formula": "C4H6AlF6O3P",
  "method": "ωB97M-V/def2-TZVPD",
  "total_charge": 3,
  "spin_multiplicity": 2,
  "orbital_gap_ha": [0.20986, 0.15266],
  "s_squared": 1.769,
  "symbols": ["Al", "P", "F", "F", "F", "F", "F", "F", "C", "C", "C", "O", "C", "O", "O", "H", "H", "H", "H", "H", "H"],
  "coordinates": [[-4.251085, -1.170256, 0.345496], [-1.323045, -2.219736, 2.475846], [-1.262785, -1.732266, 4.023966], [0.148315, -1.742296, 2.183326], [-0.841075, -3.691426, 2.809586], [-1.635975, -2.606086, 0.918866], [-2.860595, -2.703086, 2.670286], [-1.939475, -0.735776, 2.163856], [1.981405, 2.602424, -1.189514], [1.049695, 1.618294, -1.876564], [1.479265, 0.162614, -1.571344], [0.309835, -0.461176, -1.061384], [-0.667715, 0.518724, -0.896804], [-1.785095, 0.279384, -0.445064], [-0.148585, 1.728834, -1.208434], [1.814135, 3.649034, -1.443914], [2.985205, 2.347634, -1.529474], [1.908535, 2.461714, -0.111094], [0.936625, 1.818344, -2.942064], [2.259525, 0.141524, -0.810524], [1.842885, -0.266426, -2.505044]],
  "forces_ev_per_angstrom": [[1.4, -0.2, 0.6], [-1.1, -0.2, -2.3], [0.3, -0.7, 0.4], [-0.8, 0.0, 0.2], [0.2, 0.3, 0.8], [0.8, 0.3, -0.5], [-0.5, 0.2, 1.0], [0.0, 0.4, -0.1], [1.4, 1.9, 0.2], [0.6, -2.6, 2.6], [-1.3, 1.3, -1.4], [-1.1, 1.9, -0.3], [0.1, -2.7, 1.2], [1.4, 1.1, -1.0], [-2.0, -0.2, -0.6], [-0.3, -0.1, -0.1], [0.2, -0.1, -0.2], [-0.1, 0.0, -0.1], [0.0, 0.6, -0.9], [0.4, -0.2, 0.3], [0.2, -1.0, 0.0]]
}

---

{
  "formula": "C5H9NS",
  "method": "ωB97M-V/def2-TZVPD",
  "de_lowest_kj_mol": 241.6,
  "spin_multiplicity": 1,
  "orbital_gap_ha": 0.31880,
  "symbols": ["C", "C", "C", "S", "N", "C", "C", "H", "H", "H", "H", "H", "H", "H", "H", "H"],
  "coordinates": [[1.767222, -0.664740, -0.491891], [0.272698, -0.193877, -0.076612], [-0.778828, -1.340598, -0.116914], [-2.387906, -0.509247, -0.025213], [-1.822762, 1.049021, -0.638508], [-0.407384, 1.223125, -0.302896], [0.110764, 0.804523, 1.034374], [2.497790, -0.265236, 0.243657], [1.892296, -0.400787, -1.500213], [1.930244, -1.671023, -0.256997], [-0.452763, -1.891517, -0.995495], [-0.766134, -1.878361, 0.799610], [-2.475167, 1.832986, -0.164747], [0.088877, 2.113650, -0.651168], [0.968336, 1.287336, 1.259503], [-0.437290, 0.504751, 1.883504]],
  "forces_ev_per_angstrom": [[-2.1, 2.1, 2.5], [1.1, 0.4, 0.1], [1.0, 2.4, -0.5], [0.1, 0.3, -0.5], [-1.3, 2.0, 0.8], [-0.5, -2.0, 0.9], [-1.4, -1.7, -0.8], [-0.3, 0.8, -0.9], [0.9, 0.1, -1.2], [-0.4, -2.0, -0.4], [-1.0, -0.5, -0.1], [0.4, -1.0, 0.5], [2.1, -2.4, -1.1], [-0.1, -0.1, -0.8], [2.7, 1.5, 0.9], [-1.1, 0.0, 0.7]]
}

---

{
  "formula": "C2H6ClN2",
  "method": "ωB97M-V/def2-TZVPD",
  "total_charge": 1,
  "de_lowest_kj_mol": 443.4,
  "spin_multiplicity": 1,
  "orbital_gap_ha": [0.34391, 0.34394],
  "symbols": ["C", "C", "N", "N", "Cl", "H", "H", "H", "H", "H", "H"],
  "coordinates": [[-1.967174, 0.115297, 0.014507], [0.860005, -0.638749, 0.211397], [-0.349045, -1.343475, 0.152164], [-1.574546, 1.341674, 0.070253], [-3.502576, -0.435010, -0.003085], [1.616145, -1.430248, -0.233722], [1.028710, 0.076347, -0.581528], [1.155027, -0.401961, 1.153523], [-0.495644, -1.629107, -0.779303], [-0.534120, 1.608110, 0.005230], [-2.139410, 2.157433, -0.125432]],
  "forces_ev_per_angstrom": [[3.4, -1.5, 0.5], [1.2, -2.3, -3.7], [-2.9, 2.2, 1.4], [1.9, 0.3, -0.8], [-0.2, 0.1, -0.1], [-1.1, 0.9, 1.1], [-0.1, 0.9, 0.0], [0.8, 1.0, 2.6], [-0.5, -0.5, -1.6], [-1.8, -1.1, 0.3], [-0.7, 0.0, 0.3]]
}

---

{
  "formula": "C9H14O",
  "method": "ωB97M-V/def2-TZVPD",
  "de_lowest_kj_mol": 92.6,
  "spin_multiplicity": 1,
  "orbital_gap_ha": 0.36527,
  "symbols": ["C", "C", "C", "C", "C", "C", "C", "H", "H", "H", "H", "H", "H", "H", "H", "C", "C", "O", "H", "H", "H", "H", "H", "H"],
  "coordinates": [[-2.610350, 0.191321, 0.440141], [-1.381948, 0.890640, -0.057470], [-0.495325, 1.512060, 0.830101], [0.624894, 2.155815, 0.337363], [1.027024, 2.039623, -0.991617], [0.163037, 1.373619, -1.860842], [-1.066782, 0.907896, -1.417133], [-3.450631, 0.606410, -0.122784], [-2.858304, 0.410587, 1.481163], [-2.603766, -0.887040, 0.366979], [-0.811198, 1.509860, 1.864805], [1.244535, 2.746159, 1.005741], [1.843315, 2.683358, -1.278063], [0.545019, 0.909760, -2.758402], [-1.606971, 0.261916, -2.097781], [2.187878, -1.514461, 0.590179], [0.804565, -1.940757, 0.208097], [0.453449, -3.200514, 0.853834], [2.916768, -2.046157, -0.024350], [2.455765, -1.630361, 1.636841], [2.368619, -0.480892, 0.288655], [0.000664, -1.252212, 0.463038], [0.722787, -2.138036, -0.861271], [-0.473036, -3.108593, 1.102765]],
  "forces_ev_per_angstrom": [[-0.7, 0.9, 0.2], [0.5, 0.3, 0.2], [-1.1, -0.2, -0.6], [0.6, 0.2, 0.3], [-1.3, 0.8, 0.7], [0.5, -0.8, 0.4], [0.7, -1.2, 0.3], [-0.2, -0.4, -0.1], [0.4, 0.1, 0.0], [0.1, -0.3, -0.4], [0.4, 0.2, 0.2], [0.0, -0.1, 0.0], [0.5, -0.6, -0.4], [-0.1, 0.8, -0.7], [-0.4, 0.2, 0.0], [0.7, 0.4, -0.8], [-1.0, -1.2, 0.3], [0.1, 0.4, 0.0], [0.0, -0.4, 0.3], [-0.3, -0.1, 0.1], [-0.3, 0.2, 0.2], [0.4, 0.5, 0.1], [0.2, 0.3, -0.2], [0.2, -0.3, 0.0]]
}